Entry from OMol25: a 7-piece molecular cluster, C27H30F9IN2O22 overall (ωB97M-V/def2-TZVPD).

Each line ends with the Mulliken charge.
Positions of all 91 atoms, in Å:
C 9.283 -2.170 -1.761  -0.90
C 9.077 -0.648 -2.234  -0.42
C 8.332 -0.469 -3.646  -0.58
I 7.213 1.439 -3.499  0.06
C 7.275 -1.618 -3.998  0.42
O 7.610 -2.783 -4.349  -0.49
O 5.842 -1.369 -3.985  -0.36
C 5.271 -1.631 -2.696  1.09
F 6.196 -1.578 -1.599  -0.40
C 4.185 -0.426 -2.419  -1.00
N 2.812 -1.004 -2.554  -0.21
C 1.879 -0.132 -1.755  -0.66
N 4.512 -2.915 -2.598  0.47
C 4.997 -3.796 -1.527  0.31
O 6.016 -4.493 -1.537  -0.40
F 4.207 -3.793 -0.306  -0.26
C 4.362 -3.601 -3.882  0.57
O 4.902 -4.653 -4.240  -0.46
F 3.523 -2.950 -4.854  -0.26
H 8.453 -2.538 -1.046  0.16
H 10.249 -2.185 -1.121  0.35
H 9.454 -2.914 -2.607  0.24
H 8.578 -0.059 -1.377  0.29
H 10.130 -0.193 -2.358  0.38
H 9.060 -0.309 -4.529  0.51
H 4.375 0.068 -1.398  0.36
H 4.314 0.339 -3.257  0.27
H 2.511 -0.974 -3.546  0.25
H 2.234 0.956 -1.853  0.14
H 0.824 -0.294 -2.161  0.31
H 1.995 -0.455 -0.654  0.22
C -0.031 4.571 -1.617  -0.59
C -0.493 3.329 -0.927  1.05
O 0.600 2.445 -1.082  -0.29
C 1.703 3.246 -1.149  0.73
O 2.829 2.858 -1.012  -0.57
O 1.369 4.546 -1.384  -0.33
F -1.571 2.795 -1.556  -0.32
H -0.220 4.550 -2.694  0.31
H -0.483 5.472 -1.199  0.33
H -0.710 3.460 0.136  -0.32
C 2.853 3.817 4.128  -0.50
C 3.467 3.218 2.903  0.27
O 2.396 3.194 1.984  -0.14
C 1.594 4.237 2.334  0.53
O 0.741 4.694 1.629  -0.47
O 1.886 4.702 3.580  -0.33
F 3.867 1.945 3.133  -0.29
H 2.351 3.074 4.754  0.29
H 3.579 4.357 4.738  0.28
H 4.296 3.797 2.487  0.33
C -4.199 4.453 1.801  -0.39
C -4.657 3.209 2.493  0.18
O -3.561 2.330 2.339  -0.30
C -2.461 3.131 2.272  0.69
O -1.337 2.742 2.410  -0.48
O -2.797 4.431 2.035  -0.29
F -5.730 2.673 1.868  -0.23
H -4.388 4.430 0.724  0.28
H -4.652 5.353 2.218  0.29
H -4.876 3.341 3.557  0.25
C 3.084 -7.068 -0.579  -0.27
C 1.843 -6.289 -0.313  0.42
O 0.903 -7.289 0.028  -0.33
C 1.634 -8.299 0.583  0.57
O 1.167 -9.190 1.230  -0.50
O 2.965 -8.163 0.317  -0.33
F 1.414 -5.658 -1.433  -0.29
H 3.134 -7.445 -1.605  0.28
H 3.986 -6.490 -0.372  0.16
H 1.932 -5.569 0.506  0.28
C -9.319 0.428 -0.372  -0.53
C -8.023 0.908 -0.945  0.31
O -7.866 2.185 -0.361  -0.32
C -8.503 2.116 0.841  0.66
O -8.356 2.907 1.725  -0.49
O -9.323 1.030 0.915  -0.20
F -8.111 1.055 -2.288  -0.29
H -10.186 0.777 -0.939  0.27
H -9.364 -0.660 -0.297  0.31
H -7.162 0.281 -0.696  0.29
C -11.048 0.377 3.622  -0.04
C -10.701 -1.073 3.736  0.29
O -9.881 -1.119 4.885  -0.30
C -10.303 -0.089 5.674  0.60
O -10.032 0.024 6.833  -0.51
O -11.079 0.792 4.980  -0.33
F -9.973 -1.486 2.669  -0.25
H -10.289 0.951 3.084  0.04
H -12.014 0.537 3.141  0.29
H -11.564 -1.733 3.874  0.25

Multiplicity   1
LUMO   -0.006 Ha
Frontier orbital gap   8.672 eV
SMILES string   CC[C@H](I)C(=O)O[C@@](F)(CNC)N(C(=O)F)C(=O)F.O=C1OC[C@@H](F)O1.O=C1OC[C@@H](F)O1.O=C1OC[C@@H](F)O1.O=C1OC[C@@H](F)O1.O=C1OC[C@@H](F)O1.O=C1OC[C@@H](F)O1
Charge   0

Entry from OMol25: C27H30GeIN3O2RuS3 as an isolated structure (ωB97M-V/def2-TZVPD).

Each line ends with the natural charge from an NBO analysis.
Positions of all 68 atoms, in Å:
Ru -0.088 -0.203 0.939  0.91
C -2.018 2.585 2.815  -1.08
Ge -0.722 1.505 3.810  1.55
C -1.397 1.093 5.601  -1.07
C 0.958 2.512 3.954  -1.08
C -0.353 -0.155 2.862  -0.80
H -1.974 3.617 3.143  0.22
H -3.024 2.215 2.966  0.24
H -1.828 2.554 1.743  0.24
H -1.567 1.999 6.162  0.23
H -0.692 0.484 6.154  0.23
H -2.329 0.550 5.541  0.23
H 0.841 3.351 4.624  0.23
H 1.257 2.899 2.986  0.22
H 1.763 1.888 4.330  0.22
H -0.285 -1.130 3.342  0.20
I 0.583 2.330 -0.601  0.32
C 2.212 1.700 0.491  0.07
C 3.450 2.315 0.497  -0.26
C 4.446 1.753 1.286  -0.13
C 4.181 0.612 2.042  -0.25
C 2.908 0.074 1.986  0.09
N 1.953 0.618 1.219  -0.51
H 3.628 3.198 -0.097  0.24
H 5.424 2.202 1.314  0.23
H 4.933 0.156 2.660  0.24
H 2.612 -0.794 2.560  0.23
C 2.228 -7.034 -3.193  -0.63
C 1.799 -5.851 -2.393  0.02
C 2.075 -5.766 -1.040  -0.23
C 1.678 -4.666 -0.289  0.04
C 1.993 -4.616 1.167  -0.63
C 1.020 -3.626 -0.928  -0.14
C 0.735 -3.673 -2.286  0.05
C 0.002 -2.570 -2.974  -0.63
C 1.118 -4.798 -2.998  -0.23
C 0.607 -2.440 -0.151  0.76
O 0.754 -1.289 -0.684  -0.73
O 0.115 -2.524 0.982  -0.68
H 2.550 -7.847 -2.551  0.21
H 3.057 -6.776 -3.846  0.22
H 1.421 -7.398 -3.822  0.22
H 2.600 -6.570 -0.553  0.20
H 2.650 -5.443 1.429  0.21
H 1.086 -4.676 1.767  0.24
H 2.483 -3.687 1.446  0.21
H -0.890 -2.274 -2.415  0.22
H -0.303 -2.900 -3.960  0.21
H 0.620 -1.677 -3.071  0.24
H 0.880 -4.854 -4.048  0.20
S -4.331 1.218 -4.352  -0.16
C -3.771 1.204 -2.800  -0.13
S -3.670 -0.294 -1.905  0.47
C -2.830 0.521 -0.667  -0.15
N -2.623 1.788 -0.878  -0.31
N -3.189 2.180 -2.057  -0.27
C -3.078 3.575 -2.327  0.22
C -4.055 4.259 -3.047  -0.23
C -3.914 5.619 -3.257  -0.20
C -2.825 6.302 -2.752  -0.21
C -1.880 5.619 -2.003  -0.19
C -2.006 4.263 -1.781  -0.24
S -2.358 -0.356 0.799  -0.01
H -4.906 3.736 -3.426  0.24
H -4.672 6.141 -3.815  0.22
H -2.720 7.360 -2.920  0.22
H -1.040 6.143 -1.579  0.21
H -1.284 3.750 -1.155  0.20

Multiplicity   5
LUMO (alpha / beta)   -0.013 / -0.040 Ha
⟨S²⟩   6.0177
Frontier orbital gap (alpha / beta)   6.953 / 6.729 eV
Charge   0
Energy above the lowest of the compared OMol25 structures with the same formula, charge and spin   0.000 eV

Entry from OMol25: C27H30IN7O4RhS2Si as an isolated structure (ωB97M-V/def2-TZVPD).

Each line ends with the Mulliken charge.
Positions of all 73 atoms, in Å:
Rh -0.428 -0.805 0.661  -0.48
C -1.920 1.593 3.077  -1.45
C -2.406 1.506 1.666  0.69
C -3.439 2.298 1.201  -1.13
C -3.842 2.194 -0.130  -0.72
C -3.217 1.322 -0.995  -0.62
C -2.156 0.563 -0.486  0.26
N -1.819 0.651 0.823  0.90
N -1.338 -0.330 -1.087  0.33
Si -0.795 -0.229 -2.754  -0.09
C -0.378 1.543 -3.172  -0.92
C -2.139 -0.853 -3.892  -1.17
C 0.695 -1.342 -2.890  -0.40
H -1.458 2.567 3.236  0.42
H -1.174 0.832 3.284  -0.08
H -2.747 1.493 3.782  0.52
H -3.915 2.997 1.874  0.54
H -4.658 2.809 -0.488  0.45
H -3.509 1.229 -2.031  0.40
H -1.280 2.132 -3.356  0.38
H 0.234 1.596 -4.075  0.44
H 0.175 2.028 -2.365  0.20
H -3.048 -0.251 -3.826  0.33
H -2.403 -1.888 -3.667  0.32
H -1.798 -0.812 -4.930  0.35
H 1.420 -1.076 -2.122  -0.33
H 1.174 -1.239 -3.866  0.55
H 0.413 -2.391 -2.764  0.21
C 3.127 -1.810 0.084  -1.04
C 1.986 -2.740 -0.142  0.31
N 0.724 -2.513 0.130  1.19
C -0.070 -3.614 -0.135  -0.69
C 0.594 -4.676 -0.648  -0.51
S 2.254 -4.306 -0.777  -0.20
C -1.479 -3.515 0.230  -0.22
C -2.442 -4.459 0.113  -0.37
S -3.901 -3.872 0.770  -0.17
C -3.164 -2.388 1.174  0.30
N -1.896 -2.336 0.828  0.80
C -3.953 -1.330 1.862  -1.01
H 2.787 -0.924 0.610  -0.06
H 3.563 -1.507 -0.869  0.37
H 3.905 -2.312 0.660  0.53
H 0.202 -5.639 -0.927  0.48
H -2.362 -5.448 -0.307  0.48
H -4.863 -1.757 2.281  0.58
H -4.231 -0.538 1.166  0.19
H -3.370 -0.891 2.669  0.10
I 2.910 -0.428 5.885  0.15
C 1.557 -1.054 4.471  -1.12
C 0.781 -2.190 4.499  -0.12
N 0.045 -2.183 3.372  -0.31
N 0.303 -1.104 2.620  1.11
C 1.221 -0.407 3.273  -0.64
H 0.697 -2.976 5.229  0.48
H -0.638 -2.855 3.062  0.01
H 1.588 0.522 2.868  0.68
O 0.435 2.282 1.353  -0.54
C 1.135 1.705 0.543  0.04
O 1.118 0.417 0.302  0.59
C 2.186 2.458 -0.231  0.08
C 2.438 3.779 0.127  -0.73
C 3.382 4.522 -0.562  -0.68
C 4.052 3.920 -1.610  -0.16
C 3.819 2.613 -1.994  -0.76
C 2.878 1.882 -1.289  0.22
N 5.059 4.707 -2.357  1.02
O 5.602 4.167 -3.298  -0.61
O 5.261 5.845 -1.991  -0.60
H 1.881 4.212 0.945  0.54
H 3.600 5.547 -0.303  0.52
H 4.366 2.195 -2.825  0.52
H 2.671 0.860 -1.571  0.35

Multiplicity   1
LUMO   -0.108 Ha
Frontier orbital gap   7.607 eV
Charge   +1
Energy above the lowest of the compared OMol25 structures with the same formula, charge and spin   0.000 eV

Entry from OMol25: C27H30IrNO7P4 as an isolated structure (ωB97M-V/def2-TZVPD).

Each line ends with the natural charge from an NBO analysis.
Positions of all 70 atoms, in Å:
Ir -0.165 -0.485 0.226  0.84
C -3.246 -1.341 2.025  -0.42
N -3.035 -0.589 0.757  -1.08
P -2.157 -1.388 -0.499  1.40
C -2.766 -0.923 -2.123  -0.34
C -4.125 -1.056 -2.408  -0.20
C -4.570 -0.864 -3.704  -0.19
C -3.669 -0.543 -4.712  -0.16
C -2.321 -0.396 -4.427  -0.19
C -1.869 -0.587 -3.131  -0.21
C -2.460 -3.153 -0.401  -0.36
C -1.354 -3.998 -0.465  -0.21
C -1.532 -5.373 -0.503  -0.19
C -2.812 -5.902 -0.469  -0.16
C -3.917 -5.063 -0.392  -0.19
C -3.748 -3.691 -0.361  -0.20
P -2.070 0.861 0.800  1.45
C -2.745 1.834 2.132  -0.44
C -4.108 1.716 2.413  -0.19
C -4.665 2.569 3.350  -0.19
C -3.873 3.498 4.013  -0.17
C -2.516 3.593 3.741  -0.14
C -1.941 2.756 2.799  -0.18
C -2.403 1.861 -0.649  -0.37
C -3.707 2.271 -0.933  -0.20
C -3.947 3.088 -2.020  -0.18
C -2.887 3.525 -2.811  -0.16
C -1.589 3.143 -2.513  -0.19
C -1.345 2.312 -1.432  -0.23
H -4.032 -2.074 1.864  0.23
H -3.570 -0.644 2.792  0.23
H -2.346 -1.844 2.362  0.22
H -4.837 -1.290 -1.629  0.22
H -5.622 -0.971 -3.929  0.24
H -4.023 -0.410 -5.725  0.24
H -1.623 -0.139 -5.212  0.24
H -0.811 -0.483 -2.914  0.21
H -0.353 -3.582 -0.492  0.22
H -0.674 -6.029 -0.558  0.23
H -2.954 -6.973 -0.502  0.24
H -4.913 -5.481 -0.357  0.24
H -4.619 -3.053 -0.298  0.22
H -4.724 0.987 1.905  0.23
H -5.723 2.505 3.565  0.24
H -4.319 4.148 4.753  0.24
H -1.905 4.315 4.265  0.23
H -0.880 2.817 2.586  0.23
H -4.535 1.942 -0.319  0.23
H -4.958 3.398 -2.248  0.24
H -3.079 4.175 -3.654  0.24
H -0.766 3.494 -3.120  0.23
H -0.316 2.033 -1.195  0.23
C 3.412 -0.007 3.484  -0.65
C 2.111 0.171 2.715  -0.45
O 1.116 0.891 3.421  -0.71
P 2.401 1.180 1.208  2.41
O 2.972 2.517 1.775  -0.96
O 3.574 0.567 0.371  -0.97
O 1.096 1.342 0.446  -1.14
P 1.405 -1.432 2.079  2.33
O 2.102 -2.554 2.912  -0.96
O 1.763 -1.510 0.585  -1.14
O -0.137 -1.411 2.111  -0.94
H 3.818 0.969 3.747  0.26
H 4.155 -0.546 2.896  0.25
H 3.227 -0.581 4.393  0.24
H 1.247 0.775 4.371  0.50
H 3.093 3.253 1.159  0.55
H 3.392 -0.324 0.026  0.55
H 2.387 -3.349 2.439  0.55

Multiplicity   1
LUMO (alpha / beta)   -0.287 / -0.287 Ha
Frontier orbital gap (alpha / beta)   6.459 / 6.459 eV
Charge   +2
Energy above the lowest of the compared OMol25 structures with the same formula, charge and spin   1.683 eV

Entry from OMol25: one molecule with the formula C27H30N2O7 (ωB97M-V/def2-TZVPD).

Each line ends with the natural charge from an NBO analysis.
Positions of all 66 atoms, in Å:
C -1.456 2.075 -7.916  -0.26
H -1.788 1.212 -8.489  0.19
H -0.601 2.551 -8.400  0.19
H -2.260 2.808 -7.825  0.19
O -1.088 1.585 -6.636  -0.51
C -0.650 2.507 -5.764  0.78
O -0.568 3.680 -6.035  -0.59
C -0.284 1.923 -4.452  -0.19
C -0.399 0.561 -4.191  -0.15
C -0.038 0.063 -2.954  -0.25
C 0.435 0.913 -1.963  0.08
C 0.542 2.276 -2.221  -0.27
C 0.189 2.777 -3.457  -0.09
H 0.268 3.831 -3.675  0.23
H 0.904 2.939 -1.450  0.22
C 0.800 0.370 -0.599  -0.04
N 2.002 0.970 -0.073  -0.41
C 1.824 1.762 1.004  0.58
O 2.694 2.375 1.587  -0.60
C 0.337 1.712 1.354  0.46
O -0.195 2.324 2.252  -0.50
C -0.245 0.756 0.420  -0.27
C -1.445 0.147 0.533  0.42
C -2.391 0.418 1.628  -0.04
C -2.717 -0.651 2.464  -0.34
C -3.561 -0.450 3.548  0.31
C -4.119 0.815 3.749  -0.23
C -3.812 1.857 2.899  -0.19
C -2.938 1.674 1.840  -0.19
H -2.683 2.490 1.185  0.23
H -4.246 2.830 3.070  0.22
H -4.779 0.953 4.590  0.23
O -3.896 -1.408 4.448  -0.49
C -3.283 -2.674 4.347  -0.26
H -2.192 -2.600 4.359  0.19
H -3.618 -3.232 5.220  0.20
H -3.603 -3.201 3.441  0.17
H -2.260 -1.614 2.294  0.23
O -1.762 -0.852 -0.326  -0.66
H -2.637 -1.203 -0.109  0.50
C 3.302 0.701 -0.637  -0.22
C 4.184 -0.124 0.305  -0.42
C 3.699 -1.558 0.511  -0.21
N 2.393 -1.658 1.145  -0.46
C 1.841 -2.997 1.018  -0.25
C 0.427 -3.010 1.594  -0.07
O 0.413 -2.641 2.953  -0.54
C 1.006 -1.372 3.134  -0.07
C 2.419 -1.304 2.557  -0.27
H 2.789 -0.287 2.675  0.22
H 3.076 -1.990 3.122  0.17
H 1.027 -1.198 4.211  0.20
H 0.383 -0.600 2.659  0.17
H 0.002 -4.015 1.546  0.19
H -0.195 -2.318 1.008  0.16
H 1.802 -3.273 -0.039  0.20
H 2.457 -3.742 1.553  0.17
H 3.619 -2.041 -0.469  0.19
H 4.462 -2.108 1.092  0.17
H 5.187 -0.170 -0.121  0.22
H 4.251 0.402 1.256  0.23
H 3.801 1.658 -0.823  0.22
H 3.159 0.185 -1.589  0.21
H 0.913 -0.719 -0.649  0.22
H -0.132 -0.993 -2.748  0.22
H -0.767 -0.099 -4.961  0.23

Multiplicity   1
LUMO   -0.008 Ha
Frontier orbital gap   8.458 eV
SMILES string   COC(=O)c1ccc([C@@H]2/C(=C(\O)c3cccc(OC)c3)C(=O)C(=O)N2CCCN2CCOCC2)cc1
Charge   0
Energy above the lowest of the compared OMol25 structures with the same formula, charge and spin   1.205 eV

Entry from OMol25: a 2-piece molecular cluster, C27H30N4O5 overall (ωB97M-V/def2-TZVPD).

Each line ends with the natural charge from an NBO analysis.
Positions of all 66 atoms, in Å:
C 6.778 -0.711 -5.965  -0.21
C 6.743 -1.991 -5.454  -0.21
C 5.824 -2.324 -4.481  -0.23
C 4.929 -1.376 -4.013  0.03
C 3.952 -1.691 -2.921  -0.11
O 4.039 -0.747 -1.881  -0.48
C 3.298 -1.123 -0.807  0.83
N 3.356 -0.252 0.275  -0.13
N 3.881 0.824 0.049  -0.16
C 4.024 1.764 1.059  0.82
O 3.672 1.520 2.190  -0.55
O 4.567 2.954 0.684  -0.46
C 4.700 3.800 1.795  -0.11
C 5.131 5.176 1.390  0.02
C 6.362 5.681 1.771  -0.22
C 6.776 6.918 1.326  -0.21
C 5.967 7.658 0.489  -0.21
C 4.740 7.162 0.104  -0.19
C 4.327 5.925 0.551  -0.23
O 2.635 -2.135 -0.778  -0.53
C 4.982 -0.091 -4.521  -0.23
C 5.899 0.242 -5.494  -0.19
H 7.500 -0.450 -6.721  0.21
H 7.444 -2.730 -5.804  0.21
H 5.814 -3.313 -4.055  0.21
H 2.923 -1.680 -3.296  0.20
H 4.142 -2.679 -2.486  0.20
H 3.732 3.824 2.308  0.21
H 5.427 3.331 2.469  0.20
H 7.003 5.087 2.401  0.21
H 7.745 7.295 1.610  0.22
H 6.303 8.612 0.117  0.22
H 4.114 7.727 -0.568  0.21
H 3.387 5.511 0.224  0.21
H 4.321 0.655 -4.109  0.22
H 5.939 1.249 -5.874  0.21
C 5.385 -6.643 2.469  -0.62
C 4.082 -6.084 2.984  -0.20
N 3.961 -4.641 2.769  -0.47
C 3.284 -4.153 1.555  -0.21
C 1.811 -3.906 1.775  -0.62
C 4.665 -3.766 3.631  0.61
C 4.272 -2.418 3.712  -0.32
N 4.830 -1.486 4.579  -0.22
C 6.016 -1.723 5.228  0.00
C 6.560 -0.805 6.076  -0.22
C 5.896 0.385 6.306  -0.23
C 4.697 0.639 5.666  -0.22
C 4.184 -0.286 4.803  0.01
O 5.580 -4.230 4.328  -0.72
H 5.473 -7.715 2.656  0.20
H 5.484 -6.479 1.395  0.19
H 6.227 -6.149 2.955  0.24
H 3.225 -6.583 2.520  0.19
H 3.987 -6.255 4.062  0.21
H 3.792 -3.242 1.221  0.20
H 3.439 -4.889 0.759  0.19
H 1.332 -3.496 0.884  0.22
H 1.295 -4.830 2.041  0.20
H 1.649 -3.198 2.588  0.20
H 3.421 -2.095 3.148  0.20
H 6.504 -2.662 5.040  0.28
H 7.493 -1.016 6.573  0.23
H 6.313 1.115 6.980  0.21
H 4.166 1.559 5.855  0.23
H 3.258 -0.097 4.290  0.23

Multiplicity   1
LUMO   -0.070 Ha
Frontier orbital gap   4.707 eV
Charge   0
Energy above the lowest of the compared OMol25 structures with the same formula, charge and spin   6.724 eV